# 1
The following is a DFT calculation (ωB97M-V/def2-TZVPD) of a structure of composition C11H5N2O5Pt in a non-equilibrium geometry.

Each line ends with the Löwdin spin population.
Cartesian coordinates (Å):
O1 -0.174 3.034 -1.624  0.18
C1 -0.167 1.886 -1.583  0.24
Pt1 -0.154 0.035 -1.549  0.20
C2 -0.142 -1.827 -1.635  0.15
O2 -0.134 -2.970 -1.689  0.09
C3 -0.155 0.032 -3.677  0.09
O3 -0.240 -0.948 -4.370  0.10
C4 1.683 0.040 -1.792  0.23
O4 2.824 0.067 -1.926  0.17
C5 -1.991 0.016 -1.791  0.20
O5 -3.133 0.027 -1.924  0.14
H1 -0.067 1.035 -4.157  0.01
N1 3.284 -0.380 3.904  0.00
C6 2.283 -0.273 3.332  0.00
C7 1.040 -0.137 2.621  0.00
C8 -0.160 -0.011 3.320  0.00
C9 -1.353 0.126 2.617  0.00
C10 -1.332 0.136 1.221  0.01
N2 -0.155 0.011 0.535  0.15
C11 1.021 -0.126 1.220  0.01
H2 -0.173 -0.017 4.404  0.00
H3 -2.291 0.225 3.149  0.00
H4 -2.269 0.248 0.701  0.00
H5 1.956 -0.226 0.693  0.00

- <S²> = 2.015
- multiplicity = 3
- LUMO energy (alpha / beta) (eV) = -4.39 / -4.54
- charge = +1


# 2
The following is a DFT calculation (ωB97M-V/def2-TZVPD) of an isolated molecule of C21H32N4O in a non-equilibrium geometry.

Each line ends with the natural charge from an NBO analysis.
Cartesian coordinates (Å):
C1 -3.555 -4.513 0.783  -0.60
C2 -3.479 -2.991 0.878  -0.21
C3 -4.803 -2.436 1.400  -0.61
C4 -2.314 -2.577 1.782  -0.41
C5 -1.965 -1.078 1.716  -0.21
N1 -0.581 -0.897 1.319  -0.46
C6 -0.384 -1.013 -0.111  -0.23
C7 1.105 -1.081 -0.416  -0.22
N2 1.771 0.106 0.089  -0.45
C8 3.189 0.094 -0.243  -0.25
C9 3.405 0.183 -1.718  0.14
C10 4.186 -0.605 -2.521  -0.28
C11 3.991 -0.190 -3.856  -0.29
C12 3.074 0.818 -3.828  -0.06
N3 2.724 1.059 -2.526  -0.36
C13 1.795 2.023 -2.135  0.14
C14 0.586 2.158 -2.816  -0.18
C15 -0.305 3.137 -2.412  -0.25
C16 0.037 3.939 -1.334  0.03
N4 1.186 3.820 -0.687  -0.45
C17 2.046 2.900 -1.081  0.05
C18 1.567 0.198 1.524  -0.24
C19 0.077 0.281 1.864  -0.02
C20 -0.527 1.623 1.407  -0.47
C21 -0.142 2.803 2.308  -0.05
O1 1.188 3.230 2.174  -0.75
H1 -3.710 -4.946 1.769  0.20
H2 -4.380 -4.817 0.142  0.21
H3 -2.634 -4.921 0.372  0.21
H4 -3.303 -2.589 -0.126  0.19
H5 -4.769 -1.352 1.477  0.20
H6 -5.619 -2.706 0.734  0.21
H7 -5.017 -2.841 2.387  0.20
H8 -2.554 -2.856 2.809  0.20
H9 -1.421 -3.136 1.498  0.22
H10 -2.651 -0.567 1.021  0.16
H11 -2.094 -0.624 2.700  0.20
H12 -0.861 -1.934 -0.452  0.20
H13 -0.837 -0.170 -0.663  0.17
H14 1.260 -1.143 -1.496  0.21
H15 1.522 -1.993 0.047  0.17
H16 3.660 0.936 0.275  0.21
H17 3.684 -0.827 0.114  0.19
H18 4.831 -1.395 -2.189  0.22
H19 4.468 -0.595 -4.726  0.22
H20 2.672 1.413 -4.624  0.21
H21 0.351 1.496 -3.637  0.23
H22 -1.250 3.266 -2.915  0.23
H23 -0.630 4.707 -0.967  0.20
H24 2.978 2.865 -0.537  0.20
H25 2.061 1.098 1.895  0.23
H26 1.994 -0.682 2.038  0.17
H27 -0.019 0.215 2.955  0.20
H28 -1.616 1.542 1.417  0.21
H29 -0.205 1.829 0.387  0.22
H30 -0.260 2.521 3.359  0.17
H31 -0.827 3.640 2.102  0.16
H32 1.305 3.581 1.275  0.49

- SMILES string = CC(C)CCN1CCN(Cc2cccn2-c2cccnc2)C[C@H]1CCO
- LUMO energy (eV) = 0.63
- ΔE to the lowest compared entry with this formula, charge and spin (kJ/mol) = 25.89


# 3
The following is a DFT calculation (ωB97M-V/def2-TZVPD) of a cluster of 2 separate species, C7H9OP in total in a non-equilibrium geometry.

Each line ends with the natural charge from an NBO analysis.
Cartesian coordinates (Å):
C1 -2.543 0.144 -0.214  -0.22
C2 -1.859 1.114 0.544  -0.20
C3 -1.832 -0.588 -1.118  -0.19
C4 -0.497 1.291 0.521  -0.25
C5 -0.467 -0.394 -1.249  -0.22
C6 0.228 0.613 -0.567  -0.37
C7 2.255 -1.697 0.552  -0.79
O1 2.417 1.585 0.524  -0.98
P1 2.085 0.618 -0.716  1.05
H1 -3.618 -0.140 -0.297  0.23
H2 -2.282 1.743 1.335  0.22
H3 -2.450 -1.248 -1.741  0.22
H4 -0.008 2.138 0.995  0.21
H5 0.156 -1.039 -1.896  0.21
H6 2.201 -2.492 -0.185  0.19
H7 1.247 -1.504 1.226  0.21
H8 3.235 -1.578 1.074  0.20
H9 1.735 1.435 1.213  0.49

- LUMO energy (alpha / beta) (eV) = 0.00 / -0.01
- ΔE to the lowest compared entry with this formula, charge and spin (kJ/mol) = 225.15


# 4
The following is a DFT calculation (ωB97M-V/def2-TZVPD) of a cluster of 7 separate species, C23H52BrF3N6O7Si in total in a non-equilibrium geometry.

Each line ends with the Mulliken charge.
Cartesian coordinates (Å):
F1 6.019 1.989 -1.140  -0.24
C1 6.483 0.798 -1.687  0.81
F2 7.269 0.177 -0.696  -0.26
F3 7.355 1.047 -2.751  -0.21
O1 5.484 -0.112 -2.018  -0.34
C2 4.603 0.407 -3.074  -0.16
Si1 4.693 -0.573 -4.719  0.37
C3 6.223 -0.147 -5.810  -0.56
C4 5.904 0.827 -7.034  -0.61
C5 5.818 2.375 -6.668  -0.53
Br1 7.233 3.031 -5.449  -0.17
H1 3.537 0.272 -2.671  -0.11
H2 4.723 1.543 -3.194  0.43
H3 4.852 -1.999 -4.347  -0.15
H4 3.473 -0.364 -5.519  -0.17
H5 6.548 -1.149 -6.273  0.30
H6 7.112 0.180 -5.171  0.35
H7 6.700 0.650 -7.838  0.32
H8 4.887 0.552 -7.491  0.23
H9 5.951 2.949 -7.651  0.37
H10 4.790 2.687 -6.284  0.31
C6 4.603 -3.460 1.640  -0.86
N1 4.416 -3.641 0.212  0.28
C7 4.302 -2.474 -0.639  -1.07
C8 4.345 -4.874 -0.356  0.02
O2 4.189 -5.093 -1.543  -0.59
H11 3.755 -2.902 2.043  0.27
H12 5.526 -2.897 1.808  0.33
H13 4.672 -4.422 2.149  0.32
H14 3.338 -2.500 -1.156  0.26
H15 5.099 -2.497 -1.384  0.36
H16 4.377 -1.560 -0.050  0.44
H17 4.442 -5.693 0.375  0.29
C9 -0.889 -2.728 1.052  -0.88
N2 0.250 -2.539 1.935  0.26
C10 0.524 -1.214 2.452  -0.63
C11 1.066 -3.566 2.293  0.10
O3 2.034 -3.471 3.029  -0.66
H18 -0.760 -2.099 0.167  0.23
H19 -1.806 -2.439 1.579  0.45
H20 -0.972 -3.770 0.741  0.29
H21 1.526 -0.906 2.141  0.27
H22 0.491 -1.240 3.544  0.34
H23 -0.212 -0.500 2.080  -0.06
H24 0.769 -4.529 1.849  0.31
C12 -5.040 1.179 1.553  -1.04
N3 -4.281 0.021 1.987  0.55
C13 -3.534 0.095 3.229  -0.59
C14 -4.250 -1.130 1.269  -0.04
O4 -3.636 -2.140 1.580  -0.69
H25 -4.359 2.022 1.424  0.21
H26 -5.782 1.422 2.317  0.32
H27 -5.550 0.983 0.610  0.39
H28 -2.475 -0.085 3.021  -0.05
H29 -3.894 -0.679 3.907  0.07
H30 -3.656 1.074 3.692  0.45
H31 -4.850 -1.080 0.347  0.36
C15 -3.479 5.885 -0.461  -0.90
N4 -4.579 5.027 -0.858  0.15
C16 -5.059 5.086 -2.224  -1.03
C17 -5.174 4.170 0.011  0.04
O5 -6.100 3.424 -0.256  -0.66
H32 -3.769 6.928 -0.614  0.36
H33 -2.609 5.652 -1.076  0.35
H34 -3.226 5.734 0.589  0.32
H35 -6.115 5.367 -2.222  0.33
H36 -4.961 4.099 -2.683  0.31
H37 -4.488 5.815 -2.798  0.38
H38 -4.733 4.204 1.020  0.45
C18 1.401 1.832 -1.231  -0.86
N5 0.236 2.638 -0.932  0.22
C19 -0.492 2.394 0.298  -0.90
C20 -0.196 3.618 -1.770  0.05
O6 -1.164 4.328 -1.576  -0.60
H39 1.103 0.781 -1.284  0.34
H40 2.140 1.962 -0.436  0.34
H41 1.844 2.126 -2.182  0.20
H42 -1.526 2.131 0.058  0.36
H43 -0.495 3.306 0.901  0.31
H44 -0.029 1.584 0.862  0.16
H45 0.426 3.721 -2.673  0.28
C21 -6.524 -4.302 5.103  -0.93
N6 -6.032 -3.024 5.577  0.09
C22 -5.586 -2.909 6.952  -0.95
C23 -5.976 -1.930 4.773  0.21
O7 -5.573 -0.831 5.110  -0.66
H46 -7.387 -4.598 5.705  0.35
H47 -5.734 -5.050 5.206  0.35
H48 -6.823 -4.241 4.056  0.29
H49 -6.183 -2.148 7.461  0.30
H50 -4.539 -2.597 6.965  0.28
H51 -5.691 -3.863 7.469  0.39
H52 -6.337 -2.125 3.751  0.30

- SMILES string = FC(F)(F)OC[SiH2]CCCBr.CN(C)C=O.CN(C)C=O.CN(C)C=O.CN(C)C=O.CN(C)C=O.CN(C)C=O
- LUMO energy (eV) = 0.14


# 5
The following is a DFT calculation (ωB97M-V/def2-TZVPD) of a cluster of 5 separate species, C44H39BBrI2O12 in total in a non-equilibrium geometry.

Each line ends with the Mulliken charge.
Cartesian coordinates (Å):
C1 4.404 -0.125 3.142  -0.18
C2 4.424 0.592 2.186  -0.78
B1 4.166 1.537 0.918  1.54
C3 5.545 2.248 0.425  -0.43
C4 6.696 1.285 0.125  -0.16
C5 8.024 1.948 -0.161  0.55
C6 8.863 1.442 -1.150  -0.47
C7 10.102 2.007 -1.419  -0.57
C8 10.541 3.117 -0.708  -0.42
C9 9.712 3.639 0.277  -0.61
C10 8.474 3.067 0.536  -0.35
O1 3.192 2.646 1.298  -0.85
C11 2.314 2.830 0.321  -0.31
Br1 2.857 4.335 -0.928  -0.29
C12 2.155 1.405 -0.385  2.50
C13 1.044 0.531 0.320  0.13
C14 0.447 1.073 1.624  -1.02
C15 -0.698 2.035 1.527  -0.87
O2 -1.845 1.382 0.932  0.05
C16 -3.009 2.038 0.967  0.65
C17 -3.015 3.532 1.046  -1.34
O3 -4.036 1.410 0.867  -0.58
C18 1.812 1.615 -1.861  -2.19
I1 -0.184 2.309 -2.140  0.08
C19 2.514 1.456 -2.974  0.58
C20 2.017 1.729 -4.362  -1.58
I2 4.511 0.810 -2.902  0.08
O4 3.347 0.786 -0.065  -0.56
H1 4.312 -0.851 3.905  0.48
H2 5.867 2.886 1.246  -0.01
H3 5.421 2.896 -0.442  0.26
H4 6.843 0.587 0.951  0.21
H5 6.480 0.684 -0.754  -0.13
H6 8.541 0.578 -1.716  0.36
H7 10.728 1.591 -2.195  0.36
H8 11.504 3.547 -0.930  0.37
H9 10.042 4.502 0.837  0.36
H10 7.869 3.518 1.305  0.29
H11 1.417 3.253 0.752  0.37
H12 1.574 -0.367 0.603  -1.45
H13 0.279 0.209 -0.380  0.94
H14 1.237 1.480 2.246  0.55
H15 0.066 0.212 2.174  0.41
H16 -0.472 2.937 0.968  0.34
H17 -0.968 2.346 2.536  0.49
H18 -2.517 3.854 1.956  0.41
H19 -2.422 3.943 0.233  0.29
H20 -4.024 3.911 1.049  0.35
H21 1.734 2.769 -4.470  0.33
H22 2.769 1.441 -5.085  0.43
H23 1.147 1.100 -4.535  0.40
C21 3.426 -3.484 0.326  -0.30
C22 2.975 -2.522 1.127  0.12
C23 2.134 -2.843 2.310  0.34
O5 1.723 -1.964 3.035  -0.56
C24 1.820 -4.272 2.566  -0.43
C25 2.272 -5.230 1.763  -0.49
C26 3.112 -4.910 0.579  0.20
O6 3.523 -5.792 -0.149  -0.59
H24 4.040 -3.275 -0.541  0.55
H25 3.199 -1.472 0.965  0.26
H26 1.206 -4.482 3.433  0.44
H27 2.054 -6.278 1.927  0.42
C27 -2.686 -4.173 -0.982  -0.32
C28 -3.039 -3.467 -2.052  -0.46
C29 -3.081 -1.987 -2.019  -0.02
O7 -3.424 -1.345 -2.993  -0.63
C30 -2.721 -1.319 -0.746  0.36
C31 -2.363 -2.022 0.325  -0.22
C32 -2.310 -3.505 0.292  0.12
O8 -1.992 -4.150 1.269  -0.62
H28 -2.665 -5.254 -0.986  0.43
H29 -3.323 -3.934 -2.987  0.43
H30 -2.768 -0.240 -0.738  0.34
H31 -2.100 -1.546 1.262  0.59
C33 -6.609 -4.686 2.036  -0.50
C34 -7.380 -3.808 2.672  -0.48
C35 -7.461 -2.390 2.234  0.12
O9 -8.157 -1.591 2.821  -0.57
C36 -6.648 -1.993 1.058  -0.11
C37 -5.889 -2.873 0.417  0.10
C38 -5.808 -4.288 0.852  0.26
O10 -5.095 -5.078 0.272  -0.53
H32 -6.529 -5.721 2.343  0.42
H33 -7.975 -4.077 3.536  0.41
H34 -6.706 -0.955 0.759  0.54
H35 -5.288 -2.603 -0.442  0.32
C39 -6.685 0.596 -1.647  0.06
C40 -6.201 1.833 -1.709  -0.42
C41 -7.085 2.988 -2.007  0.25
O11 -6.652 4.118 -2.066  -0.56
C42 -8.527 2.707 -2.231  -0.43
C43 -9.008 1.469 -2.168  -0.45
C44 -8.124 0.314 -1.869  0.24
O12 -8.563 -0.814 -1.808  -0.55
H36 -6.055 -0.258 -1.434  0.51
H37 -5.154 2.056 -1.546  0.51
H38 -9.154 3.564 -2.446  0.41
H39 -10.055 1.243 -2.327  0.41

- LUMO energy (eV) = -0.09
- charge = -1